Entry 1:
DFT (ωB97M-V with the def2-TZVPD basis set) results for C24H31BN13OSTi as an isolated structure.

Computed properties:
**2S+1**: 2
**Orbital gap (spin up / spin down)**: 6.907 / 7.313 eV
**Charge**: 0
**LUMO (spin up / spin down)**: 0.08 / -0.50 eV
**<S²>**: 0.756
**Max |F|**: 1.2 eV Å⁻¹
**Total energy**: -2992.9168 a.u.

Each line ends with the Löwdin spin population.
Element x y z (Å)
1 C 2.3292 -3.2038 1.4617  0.00
2 H -2.6121 5.6191 1.6845  0.00
3 H -2.2258 -2.5188 5.9433  0.00
4 H 0.7586 2.3546 -1.5547  0.00
5 C 3.9043 -2.6474 -2.6963  0.00
6 H 0.0642 6.0213 -0.5382  0.00
7 N 0.0392 -2.4949 -2.3619  0.00
8 C -2.0958 -2.2677 -2.1307  0.01
9 Ti -0.6928 -0.3218 -0.1259  0.08
10 C -1.5421 -3.3844 4.0857  0.00
11 C 1.2434 1.4887 -1.9803  0.01
12 H 1.3765 -1.4860 2.5348  0.00
13 N 1.6573 -0.6032 -2.2736  0.00
14 B 1.5021 -2.1268 -2.0126  0.00
15 H 0.4006 0.8169 2.0853  0.00
16 H -4.1340 3.3267 -0.4406  0.00
17 N 2.3361 -4.0786 -3.4053  0.00
18 H 2.7975 -4.1920 -0.4973  0.00
19 H -1.3289 -4.3528 4.5236  0.00
20 H 2.7528 -3.8316 2.2298  0.00
21 O -1.3470 -1.7438 0.8671  0.00
22 N -2.1569 0.6784 1.1442  0.01
23 C 2.3863 0.0603 -3.1890  0.00
24 C 3.5277 -4.5238 -3.7633  0.00
25 N 0.9435 0.2748 -1.5328  0.01
26 C -1.5709 -1.9419 2.1645  0.00
27 C -2.0453 -2.3547 4.8890  0.00
28 H -3.0183 4.5809 -0.5273  0.00
29 C -0.5313 -3.3687 -3.2111  0.00
30 N 1.7220 -2.3722 -0.4894  0.00
31 H -3.0105 -1.8579 -1.7448  0.00
32 N -0.9282 -1.8068 -1.6903  0.01
33 C -2.4980 0.3363 2.3244  0.00
34 C -2.3274 -1.1341 4.3145  0.00
35 N 1.2714 -1.5038 0.4408  0.00
36 C 2.3589 -3.4008 0.0955  0.00
37 H -0.9329 -3.9755 2.1029  0.00
38 C 2.1665 1.4121 -3.0246  0.00
39 H 1.4179 1.1380 0.8434  0.00
40 H 2.5888 2.2226 -3.5957  0.00
41 C -0.7882 5.3474 -0.4273  0.00
42 H -1.1263 6.5161 2.0531  0.00
43 N 0.4421 1.0667 1.1029  0.00
44 N -3.3821 3.8208 0.0186  0.00
45 C -2.0845 -0.9100 2.9551  0.00
46 C -2.4309 2.9453 0.5285  0.03
47 H -2.7484 -0.3301 4.9107  0.00
48 H -1.6818 5.9571 -0.5927  0.00
49 N -2.9416 1.6831 0.5476  0.26
50 C -0.7762 4.6719 0.9663  0.00
51 H 5.6244 -3.7691 -3.4829  0.00
52 H 2.9995 -0.4695 -3.9007  0.00
53 H -2.6549 -3.8087 -3.6294  0.00
54 N -1.2477 3.2802 0.9494  0.04
55 C 1.6289 -2.0045 1.6204  0.00
56 H 4.2853 -1.7781 -2.1791  0.00
57 H 3.6071 -5.4535 -4.3099  0.00
58 H 0.0838 -4.0105 -3.8182  0.00
59 H -3.2099 0.9715 2.8420  0.00
60 H 1.1108 5.6006 1.5163  0.00
61 C -1.5641 5.5155 1.9727  0.00
62 H 0.7303 4.1163 2.4164  0.00
63 H 1.2826 4.0217 0.7303  0.00
64 S -1.9967 0.9557 -1.5274  0.52
65 H -0.7351 4.5964 -1.2206  0.00
66 C 4.5611 -3.6607 -3.3390  0.00
67 C -1.9011 -3.2599 -3.0872  0.00
68 N 2.5712 -2.9059 -2.7595  0.00
69 H -0.0344 2.0007 1.0604  0.00
70 H -1.5290 5.0435 2.9586  0.00
71 C 0.6767 4.6007 1.4367  0.00
72 C -1.3173 -3.1873 2.7384  0.00

Force components x, y, z for each atom (eV/Å):
C -0.0083 -0.0038 0.0557
H 0.0851 -0.0362 0.0048
H 0.0081 -0.0071 -0.0362
H -0.0198 -0.0500 -0.0131
C -0.1013 0.0116 0.0814
H -0.0371 -0.0205 0.0184
N 0.0335 0.0894 0.1785
C 0.1654 -0.0178 0.0815
Ti -0.1396 1.0499 -0.6375
C -0.0199 0.0354 0.0605
C 0.0319 0.0768 0.0160
H -0.0364 -0.0577 -0.0514
N 0.0039 -0.0292 0.1693
B -0.1970 -0.0137 0.0496
H 0.0328 -0.1540 0.1213
H 0.0138 0.0135 0.0259
N 0.2950 0.2697 0.0660
H -0.0532 0.1135 0.0642
H -0.0143 0.0403 -0.0126
H -0.0360 0.0700 -0.0892
O -0.3228 -0.6237 0.8025
N -0.0793 0.4428 -0.2848
C 0.0116 -0.0362 -0.0135
C 0.0312 -0.0930 -0.0138
N 0.1255 0.1058 -0.3474
C 0.0104 0.1887 -0.5243
C 0.0318 -0.0612 -0.0512
H 0.0156 0.0356 -0.0419
C 0.0740 0.0094 0.0803
N 0.0810 0.1975 -0.0581
H -0.0777 0.0668 0.0282
N 0.2570 -0.5961 -0.6390
C -0.0753 -0.2861 0.1812
C -0.0213 0.0539 0.0740
N -0.1392 -0.4252 -0.0771
C 0.0295 -0.0390 -0.0158
H -0.0073 0.0203 0.0267
C -0.0281 0.0379 -0.0440
H 0.0761 -0.0630 -0.0629
H -0.0280 -0.0718 0.0463
C -0.0581 -0.0350 -0.0287
H -0.0502 -0.0629 -0.0062
N 0.0827 -0.0378 0.1011
N 0.0141 -0.0546 -0.0094
C -0.0608 0.4343 0.1083
C 0.3056 0.3148 0.0859
H 0.0261 -0.0499 -0.0322
H 0.0486 -0.0332 0.0207
N 0.2119 -0.4108 0.2060
C -0.1166 -0.0194 -0.0802
H -0.0948 0.0047 0.0087
H -0.0390 0.0267 0.0775
H 0.0902 0.0469 0.0664
N -0.1461 -0.0317 0.0274
C 0.0906 0.1066 0.0188
H -0.0687 -0.0766 -0.0627
H -0.0039 0.0915 0.0453
H -0.0249 0.0707 0.0437
H -0.1331 0.0003 0.0810
H -0.0174 -0.0580 0.0107
C -0.0331 0.0747 0.0915
H 0.0110 0.0247 -0.0754
H -0.0412 0.0514 0.0424
S 0.2178 -0.3448 0.3817
H 0.0570 0.0239 0.0393
C 0.0321 -0.1770 -0.1124
C -0.0852 -0.0308 -0.0960
N -0.1360 0.0144 -0.0693
H -0.2370 0.1109 -0.1499
H 0.0157 0.0414 -0.0604
C 0.1070 -0.0492 0.0449
C 0.0644 -0.2101 0.0633

Entry 2:
DFT (ωB97M-V with the def2-TZVPD basis set) results for C24H31ClEuF6N2O3 as an isolated structure.

Computed properties:
**2S+1**: 7
**Orbital gap (spin up / spin down)**: 5.421 / 5.291 eV
**Charge**: -1
**LUMO (spin up / spin down)**: 2.72 / 2.72 eV
**<S²>**: 12.075
**Max |F|**: 3.0 eV Å⁻¹
**Total energy**: -3038.1117 a.u.

Each line ends with the Löwdin spin population.
Element x y z (Å)
1 F 5.5674 -1.2837 -2.0939  0.00
2 C 1.4804 4.0334 -0.0525  0.00
3 H 3.9876 2.0729 -1.3090  0.00
4 H -2.5560 3.0075 -4.4269  0.00
5 O 0.2458 -4.0850 -0.9324  0.00
6 H 0.9601 4.0361 2.7128  0.00
7 C -1.1768 -1.2099 -2.5979  -0.01
8 H -0.8038 -3.1739 -4.5956  0.00
9 Cl -0.2432 0.0283 2.5194  -0.01
10 C -1.0362 0.0048 -1.9719  -0.05
11 H 1.5541 5.0053 0.4315  0.00
12 C 1.3683 -4.0714 0.0291  0.00
13 C -1.3610 -2.5080 -1.8368  0.00
14 C 1.0461 -2.9299 0.9763  0.00
15 C 4.3079 -1.3659 -1.6033  0.00
16 H 2.9084 1.7391 0.5268  0.00
17 F 4.9978 1.3662 0.8966  0.00
18 C 2.2868 -2.2073 1.4486  0.00
19 C 2.3779 2.1612 1.3787  0.00
20 C -1.6326 -2.4670 -4.7293  0.00
21 H -0.7964 3.2037 -4.5708  0.00
22 H -1.6631 0.0186 -5.6979  0.00
23 O 2.5496 -0.0525 -0.6102  -0.01
24 C -1.6246 2.4979 -4.7126  0.00
25 H 2.1251 1.3395 2.0618  0.00
26 F 4.2735 -2.5070 -0.8569  0.00
27 H 2.0484 -1.3790 2.1257  0.00
28 H -0.1717 -2.5077 2.7129  0.00
29 N 0.1857 -2.1762 0.0847  -0.01
30 H 3.7461 1.0202 -2.7078  0.00
31 F 4.4635 -0.6193 1.5537  0.00
32 C 1.1483 2.9146 0.9192  0.00
33 C 0.3228 3.3976 2.0965  0.00
34 C -1.4944 0.0149 -4.6322  0.00
35 H -1.4492 3.3562 -2.4905  0.00
36 H -1.7169 0.0182 0.1198  -0.05
37 H -1.4325 -3.3449 -2.5222  0.00
38 H -1.7036 -2.2361 -5.7959  0.00
39 H -2.5629 -2.9783 -4.4434  0.00
40 H -0.5331 3.9803 1.7305  0.00
41 H 3.0341 2.8680 1.8933  0.00
42 C -1.4128 1.2253 -3.9601  0.00
43 F 3.4886 -1.5796 -2.6652  0.00
44 H 2.2673 -3.8738 -0.5598  0.00
45 H 2.3552 3.8022 -0.6673  0.00
46 F 6.1046 -0.3372 0.1747  0.00
47 H 2.8337 -1.8113 0.5956  0.00
48 H -2.2874 -2.4507 -1.2379  0.00
49 H 2.9234 -2.9285 1.9651  0.00
50 C -0.2188 2.8730 -0.8819  0.00
51 C 4.2650 1.1162 -1.7570  0.00
52 C 4.8475 0.0774 0.4630  0.00
53 C 3.8204 -0.0158 -0.8441  0.00
54 H -2.2469 2.4439 -1.1800  0.00
55 C -0.2726 -2.8746 -0.8623  0.00
56 O 0.3285 4.0678 -0.9810  0.00
57 H 5.3458 1.1168 -1.9270  0.00
58 H -1.6919 2.2743 -5.7812  0.00
59 C 0.1839 -3.3720 2.1432  0.00
60 C -1.1735 1.2234 -2.5895  -0.01
61 C -1.4163 -1.2004 -3.9687  0.00
62 H -0.0444 2.5506 2.6851  0.00
63 Eu 0.2853 -0.0044 0.0318  6.14
64 H 0.7899 -4.0190 2.7812  0.00
65 H -0.6806 -3.9360 1.7678  0.00
66 C -1.3460 2.5153 -1.8147  0.00
67 N 0.2498 2.1710 0.0595  -0.01
68 H 1.3993 -5.0381 0.5275  0.00

Force components x, y, z for each atom (eV/Å):
F -0.3466 -0.1557 -0.1182
C -0.2619 0.6544 -0.3704
H -0.0207 -0.1160 -0.0301
H 0.1862 -0.0892 -0.0065
O 0.8181 -1.5647 0.0375
H -0.1143 0.0655 0.1598
C -0.7191 0.1492 -1.2138
H -0.1609 0.0704 -0.0293
Cl 0.0384 0.0282 1.6914
C 1.6169 -0.0567 2.5331
H 0.0831 0.0885 -0.2222
C -0.1349 -0.6628 -0.3922
C 0.5747 -0.2118 0.5387
C -0.2779 -0.6672 -0.2587
C -0.2780 0.2632 -0.1431
H -0.3342 0.3552 0.3111
F 0.1040 -0.4921 -0.3155
C 0.0696 0.0011 -0.2547
C 0.0891 0.0182 -0.1314
C -0.0322 -0.3474 -0.6571
H -0.1583 -0.0650 -0.0286
H -0.0585 0.0027 -0.2505
O -0.7938 -0.0456 0.3614
C -0.0411 0.3358 -0.6531
H -0.0159 0.2752 -0.0508
F 0.0368 0.5861 -0.2758
H -0.0314 -0.2756 -0.0437
H 0.1055 -0.1723 -0.1659
N -0.8651 -0.9602 0.2521
H -0.0460 -0.0364 -0.0502
F 0.0950 0.2970 -0.5102
C -0.2181 0.5690 -0.3059
C -0.1108 0.3756 0.1966
C 0.0559 0.0230 -0.0139
H -0.1200 0.1169 -0.0015
H -1.0306 0.0992 0.3629
H -0.1228 -0.1069 0.0087
H -0.0014 -0.1527 0.0144
H 0.1848 0.0931 -0.0062
H 0.1219 -0.0535 0.1597
H 0.0175 -0.1123 0.0687
C -0.1554 0.3847 0.0279
F 0.3868 0.0349 0.5139
H -0.0192 -0.1160 0.1163
H 0.0044 0.1062 0.1189
F -0.2940 0.0458 0.0056
H -0.3266 -0.2653 0.4350
H 0.2254 0.0995 -0.1605
H 0.0444 0.0640 0.1232
C -0.4074 -0.4284 0.0609
C 0.3353 0.5453 -0.2075
C -0.3142 0.2459 0.0556
C 2.5644 -1.1894 -0.1476
H 0.2198 -0.1146 -0.1589
C -0.3202 0.2528 -0.0165
O 1.0010 1.6327 0.0242
H -0.1416 0.0450 -0.0183
H 0.0004 0.1536 0.0214
C -0.1683 -0.3563 0.1742
C -0.6939 -0.1457 -1.2026
C -0.1556 -0.4051 0.0620
H 0.1070 0.1721 -0.1797
Eu 0.3450 -0.0919 -0.7436
H -0.1093 -0.0610 0.1579
H 0.1158 0.0472 0.1656
C 0.6279 0.2234 0.5475
N -0.8413 1.0988 0.2275
H 0.0667 -0.1019 -0.1988